Entry 1:
Density functional theory data (the ωB97M-V functional and the def2-TZVPD basis) for a structure of composition C13H16I4NO3 in a non-equilibrium geometry.

Last column: Löwdin charge in e.
CARTESIAN COORDINATES (ANGSTROEM)
C: 0.25 -3.19 1.67  0.11
C: 0.53 -2.24 1.02  -0.11
C: 0.94 -1.05 0.31  -0.43
C: 1.68 -0.09 1.26  -0.10
C: 1.83 1.35 0.72  -0.16
C: 1.03 2.40 1.51  -0.20
C: -0.01 3.14 0.70  -0.31
N: 0.59 4.10 -0.25  0.00
C: 1.94 -1.47 -0.81  -0.24
C: 3.09 -2.29 -0.34  -0.79
O: 4.14 -1.82 -0.03  -0.03
I: 3.03 -4.48 -0.24  0.70
O: -0.12 -0.43 -0.45  0.02
C: -1.27 -0.17 0.16  -0.64
O: -1.44 0.04 1.33  0.11
C: -2.41 -0.07 -0.82  -0.63
I: -2.31 1.58 -2.15  0.96
C: -3.41 -0.93 -0.88  -0.78
C: -4.59 -0.88 -1.79  -0.20
I: -3.42 -2.59 0.42  0.94
H: -0.10 -4.03 2.22  0.04
H: 2.63 -0.52 1.56  0.11
H: 1.07 -0.01 2.16  0.11
H: 2.89 1.60 0.81  0.11
H: 1.60 1.41 -0.34  0.11
H: 1.74 3.16 1.86  0.11
H: 0.56 1.99 2.40  0.10
H: -0.60 2.41 0.14  0.03
H: -0.69 3.66 1.36  0.11
H: 0.01 4.11 -1.08  0.04
H: 1.48 3.71 -0.54  0.05
H: 1.29 -1.97 -1.72  -0.23
H: 2.37 -0.54 -1.18  0.12
H: -4.60 -1.72 -2.48  0.08
H: -5.48 -0.91 -1.17  0.07
H: -4.63 0.03 -2.37  0.01
I: 0.40 -3.27 -2.94  -0.18

Results
Net charge: -1
Calculated total energy (eV): -53775.1659

---

Entry 2:
Density functional theory data (the ωB97M-V functional and the def2-TZVPD basis) for the ion C13H16N with charge +1 in a non-equilibrium geometry.

Last column: Löwdin charge in e.
CARTESIAN COORDINATES (ANGSTROEM)
N: 1.17 -2.07 -0.85  0.18
C: 1.21 -1.23 0.33  -0.26
C: 2.60 -0.55 0.71  -0.12
C: 2.94 0.71 -0.05  -0.19
C: 1.92 1.80 0.16  -0.15
C: 0.54 1.25 -0.07  -0.11
C: 0.20 -0.08 0.10  -0.11
C: -1.22 -0.26 0.09  -0.15
C: -2.04 -1.41 0.26  -0.06
C: -3.37 -1.30 0.22  -0.12
C: -3.96 -0.07 0.00  -0.06
C: -3.19 1.10 -0.13  0.00
C: -1.81 0.99 -0.13  -0.15
C: -0.72 2.02 -0.33  -0.04
H: 0.42 -1.67 -1.51  0.20
H: 1.29 -3.12 -0.65  0.22
H: 2.14 -1.78 -1.36  0.22
H: 0.84 -1.87 1.13  0.15
H: 3.26 -1.37 0.46  0.10
H: 2.75 -0.47 1.83  0.16
H: 3.01 0.62 -1.14  0.12
H: 3.99 1.14 0.27  0.16
H: 2.19 2.68 -0.41  0.13
H: 1.80 2.19 1.18  0.14
H: -1.56 -2.42 0.48  0.13
H: -4.01 -2.30 0.18  0.16
H: -5.02 -0.04 0.14  0.10
H: -3.59 2.07 -0.05  0.11
H: -0.97 2.60 -1.19  0.13
H: -0.83 2.86 0.32  0.13

Results
Net charge: +1
Calculated total energy (eV): -15222.7740
Energy relative to the best compared isomer or geometry (same formula, charge and spin) (kcal/mol): 12.5
Structure (SMILES): [NH3+][C@H]1CCCC2=C1c1ccccc1C2

---

Entry 3:
Density functional theory data (the ωB97M-V functional and the def2-TZVPD basis) for the molecule C13H16N2O in a non-equilibrium geometry.

Last column: Löwdin charge in e.
CARTESIAN COORDINATES (ANGSTROEM)
N: -5.05 -1.04 -0.48  0.08
C: -3.84 -0.44 -0.18  -0.33
C: -3.82 0.94 0.12  -0.04
C: -2.64 1.62 0.36  0.00
C: -1.47 0.89 0.28  -0.20
O: -0.17 1.27 0.46  0.13
C: 0.54 0.13 0.26  -0.30
C: 2.02 0.21 0.35  -0.24
C: 2.62 -1.15 0.76  -0.15
C: 4.04 -1.33 0.20  -0.20
C: 4.76 0.01 0.13  -0.21
C: 4.09 0.93 -0.89  -0.19
C: 2.59 0.64 -1.01  -0.15
N: -0.16 -0.92 -0.02  0.20
C: -1.47 -0.49 -0.02  -0.21
C: -2.66 -1.16 -0.25  0.03
H: -5.87 -0.59 -0.12  0.09
H: -5.06 -2.05 -0.41  0.09
H: -4.75 1.47 0.17  0.11
H: -2.63 2.67 0.59  0.12
H: 2.27 0.98 1.08  0.16
H: 1.97 -1.94 0.40  0.10
H: 2.65 -1.20 1.85  0.12
H: 3.99 -1.76 -0.81  0.11
H: 4.59 -2.03 0.82  0.11
H: 5.81 -0.14 -0.13  0.11
H: 4.74 0.47 1.12  0.11
H: 4.55 0.79 -1.87  0.11
H: 4.24 1.97 -0.60  0.11
H: 2.40 -0.16 -1.73  0.12
H: 2.07 1.53 -1.37  0.12
H: -2.66 -2.22 -0.48  0.11

Results
Net charge: 0
Calculated total energy (eV): -18769.0218
Energy relative to the best compared isomer or geometry (same formula, charge and spin) (kcal/mol): 0.0
Structure (SMILES): Nc1ccc2oc(C3CCCCC3)nc2c1

---

Entry 4:
Density functional theory data (the ωB97M-V functional and the def2-TZVPD basis) for the molecule C13H16N2O3.

Last column: Löwdin charge in e.
CARTESIAN COORDINATES (ANGSTROEM)
O: -0.19 1.37 0.12  0.10
C: -0.13 0.53 -0.75  -0.48
C: 1.07 -0.33 -1.04  -0.03
C: 2.14 -0.21 0.04  -0.26
N: 2.79 1.08 -0.05  -0.01
C: 3.89 1.18 0.89  -0.21
C: 4.98 0.23 0.40  -0.17
N: 4.42 -1.08 0.20  0.08
C: 3.13 -1.36 -0.09  -0.45
O: 2.77 -2.49 -0.36  0.06
O: -1.12 0.28 -1.61  0.03
C: -2.34 1.02 -1.45  -0.11
C: -3.27 0.31 -0.50  -0.20
C: -4.10 -0.71 -0.96  -0.04
C: -4.93 -1.39 -0.09  -0.08
C: -4.93 -1.05 1.26  -0.09
C: -4.11 -0.05 1.72  -0.08
C: -3.28 0.63 0.85  -0.03
H: 0.75 -1.38 -1.13  0.13
H: 1.48 -0.03 -2.01  0.14
H: 1.65 -0.35 1.03  0.17
H: 2.10 1.80 0.12  0.11
H: 4.26 2.20 0.90  0.12
H: 3.59 0.90 1.92  0.12
H: 5.79 0.16 1.13  0.12
H: 5.39 0.62 -0.54  0.12
H: 5.06 -1.85 0.08  0.15
H: -2.77 1.07 -2.46  0.13
H: -2.10 2.02 -1.08  0.13
H: -4.09 -0.97 -2.01  0.11
H: -5.57 -2.18 -0.45  0.10
H: -5.58 -1.58 1.94  0.10
H: -4.11 0.21 2.77  0.10
H: -2.63 1.41 1.21  0.11

Results
Net charge: 0
Calculated total energy (eV): -22864.3083
Energy relative to the best compared isomer or geometry (same formula, charge and spin) (kcal/mol): 1.0
Structure (SMILES): O=C(C[C@@H]1NCCNC1=O)OCc1ccccc1

---

Short version: highest occupied orbital energy = -4.0 -11.4 -7.8 -9.2 eV, in the order given.
Short version: frontier orbital gap = 5.817 7.840 8.770 10.062 eV, in the order given.